DFT (wB97M-V/def2-TZVPD) results for a 10-piece molecular cluster, C64H53NO41S2 overall.

Properties
LUMO	-0.0744	Eh
structure (SMILES)	COCCCC[C@@H]1COS(=O)(=O)[C@H](O)[C@@H]1N=C=S.O=C1C=C(O)C(=O)C=C1O.O=C1C=C(O)C(=O)C=C1O.O=C1C=C(O)C(=O)C=C1O.O=C1C=C(O)C(=O)C=C1O.O=C1C=C(O)C(=O)C=C1O.O=C1C=C(O)C(=O)C=C1O.O=C1C=C(O)C(=O)C=C1O.O=C1C=C(O)C(=O)C=C1O.O=C1C=C(O)C(=O)C=C1O
F_max	3.41	eV Å⁻¹
2S+1	1
ΔE to the lowest compared entry with this formula, charge and spin	22.70	kcal per mole
HOMO energy	-9.2	eV
gap between HOMO and LUMO	7.17	eV

Bonds (Å) are listed after each position.
Element x y z (Å)
1 C -6.14846 -4.52185 -1.93952  O2 1.414, H19 1.106, H20 1.103, H21 1.100
2 O -4.92447 -4.95171 -2.50235  C1 1.414, C3 1.424
3 C -3.98797 -5.38662 -1.52110  O2 1.424, C4 1.563, H22 1.101, H23 1.109
4 C -3.34767 -4.21751 -0.70483  C3 1.563, C5 1.552, H24 1.096, H25 1.106
5 C -1.96664 -3.90861 -1.34156  C4 1.552, C6 1.552, H26 1.105, H27 1.105
6 C -1.24220 -2.65826 -0.77676  C5 1.552, C7 1.539, H28 1.106, H29 1.101
7 C -2.08054 -1.36747 -0.80354  C6 1.539, C8 1.541, C15 1.583, H30 1.105
8 C -2.46506 -0.88788 -2.21688  C7 1.541, O9 1.449, H31 1.105, H32 1.102
9 O -1.33736 -0.59579 -3.07909  C8 1.449, S10 1.611
10 S -0.33337 0.47355 -2.41375  O9 1.611, O11 1.430, O12 1.434, C13 1.844
11 O 0.94338 -0.12245 -2.17021  S10 1.430
12 O -0.15696 1.64008 -3.22867  S10 1.434
13 C -1.14228 1.07172 -0.86815  S10 1.844, O14 1.382, C15 1.572, H33 1.102
14 O -0.23934 1.92822 -0.26748  C13 1.382, H34 0.968
15 C -1.41201 -0.19491 0.02269  C7 1.583, C13 1.572, N16 1.494, H35 1.103
16 N -0.08070 -0.58890 0.57496  C15 1.494, C17 1.175
17 C 0.01352 -0.40517 1.73159  N16 1.175, S18 1.584
18 S -0.14773 -0.17517 3.29002  C17 1.584
19 H -6.90580 -5.32548 -1.87320  C1 1.106
20 H -6.56371 -3.73683 -2.59392  C1 1.103
21 H -6.04145 -4.07585 -0.93972  C1 1.100
22 H -3.21695 -5.96135 -2.05680  C3 1.101
23 H -4.51041 -6.09141 -0.84260  C3 1.109
24 H -4.01627 -3.35441 -0.61353  C4 1.096
25 H -3.14939 -4.62555 0.30424  C4 1.106
26 H -1.31651 -4.77148 -1.10841  C5 1.105
27 H -2.03739 -3.88463 -2.44374  C5 1.105
28 H -0.33979 -2.50168 -1.39634  C6 1.106
29 H -0.86671 -2.91894 0.22503  C6 1.101
30 H -3.03372 -1.58307 -0.28767  C7 1.105
31 H -3.14734 -0.01840 -2.20268  C8 1.105
32 H -3.03178 -1.67946 -2.73332  C8 1.102
33 H -2.09604 1.57288 -1.09993  C13 1.102
34 H -0.70130 2.66802 0.15154  O14 0.968
35 H -2.05990 0.10071 0.86505  C15 1.103
36 O 0.23037 4.36780 -3.89458  C37 1.213
37 C 0.28961 4.94164 -4.96183  O36 1.213, C38 1.460, C44 1.497
38 C 1.15555 6.08972 -5.21338  C37 1.460, C39 1.336, H46 1.080
39 C 1.15484 6.68483 -6.40899  C38 1.336, O40 1.340, C41 1.497
40 O 1.93559 7.74034 -6.67764  C39 1.340, H47 0.977
41 C 0.27647 6.20724 -7.52298  C39 1.497, O42 1.219, C43 1.459
42 O 0.30162 6.79946 -8.58770  C41 1.219
43 C -0.57084 5.04485 -7.28130  C41 1.459, C44 1.339, H48 1.081
44 C -0.56745 4.44533 -6.08386  C37 1.497, C43 1.339, O45 1.334
45 O -1.32240 3.37695 -5.82092  C44 1.334, H49 0.981
46 H 1.78208 6.42806 -4.40109  C38 1.080
47 H 1.74409 7.97900 -7.60508  O40 0.977
48 H -1.18676 4.69828 -8.09935  C43 1.081
49 H -1.13047 3.13574 -4.88941  O45 0.981
50 O 5.11393 4.45440 -1.57824  C51 1.217
51 C 5.07384 3.23802 -1.55002  O50 1.217, C52 1.459, C58 1.498
52 C 6.23880 2.41345 -1.24569  C51 1.459, C53 1.332, H60 1.081
53 C 6.13903 1.08551 -1.24108  C52 1.332, O54 1.342, C55 1.493
54 O 7.18788 0.29766 -0.95564  C53 1.342, H61 0.979
55 C 4.85142 0.39409 -1.54822  C53 1.493, O56 1.222, C57 1.452
56 O 4.83227 -0.82739 -1.54459  C55 1.222
57 C 3.68167 1.20722 -1.83123  C55 1.452, C58 1.339, H62 1.084
58 C 3.77723 2.54322 -1.83201  C51 1.498, C57 1.339, O59 1.333
59 O 2.72567 3.32293 -2.08365  C58 1.333, H63 0.976
60 H 7.16619 2.92276 -1.02426  C52 1.081
61 H 6.86038 -0.62353 -1.01059  O54 0.979
62 H 2.74836 0.69468 -2.03536  C57 1.084
63 H 3.05435 4.23992 -2.02748  O59 0.976
64 O 5.84787 -3.58956 -1.19367  C65 1.215
65 C 5.63949 -4.35735 -2.11186  O64 1.215, C66 1.461, C72 1.504
66 C 6.08643 -5.74852 -2.09138  C65 1.461, C67 1.337, H74 1.081
67 C 5.84914 -6.55042 -3.13402  C66 1.337, O68 1.338, C69 1.497
68 O 6.24164 -7.82903 -3.14882  C67 1.338, H75 0.977
69 C 5.12827 -6.06343 -4.35231  C67 1.497, O70 1.219, C71 1.454
70 O 4.95714 -6.83599 -5.27990  C69 1.219
71 C 4.66055 -4.68634 -4.36844  C69 1.454, C72 1.343, H76 1.081
72 C 4.89081 -3.87435 -3.32374  C65 1.504, C71 1.343, O73 1.329
73 O 4.46973 -2.61338 -3.31717  C72 1.329, H77 0.993
74 H 6.60846 -6.08996 -1.20837  C66 1.081
75 H 5.95040 -8.18244 -4.01192  O68 0.977
76 H 4.12649 -4.35413 -5.24745  C71 1.081
77 H 4.74599 -2.20877 -2.45338  O73 0.993
78 O -3.75429 2.62944 4.58621  C79 1.215
79 C -3.57016 3.53624 3.79856  O78 1.215, C80 1.461, C86 1.498
80 C -2.47527 3.53678 2.83071  C79 1.461, C81 1.337, H88 1.083
81 C -2.31296 4.57066 1.99934  C80 1.337, O82 1.341, C83 1.497
82 O -1.32146 4.60494 1.09636  C81 1.341, H89 0.978
83 C -3.22874 5.75416 2.02614  C81 1.497, O84 1.216, C85 1.459
84 O -3.02110 6.67370 1.25778  C83 1.216
85 C -4.33579 5.74383 2.97590  C83 1.459, C86 1.338, H90 1.081
86 C -4.50298 4.70838 3.80744  C79 1.498, C85 1.338, O87 1.335
87 O -5.50537 4.66339 4.68791  C86 1.335, H91 0.977
88 H -1.81697 2.67658 2.82224  C80 1.083
89 H -1.42107 5.45499 0.62278  O82 0.978
90 H -5.00074 6.59605 2.97423  C85 1.081
91 H -5.40132 3.81789 5.16594  O87 0.977
92 O 5.36437 2.91579 1.49494  C93 1.217
93 C 5.75979 3.13455 2.62465  O92 1.217, C94 1.459, C100 1.498
94 C 6.64084 2.22071 3.34321  C93 1.459, C95 1.338, H102 1.083
95 C 7.03174 2.50364 4.59077  C94 1.338, O96 1.336, C97 1.498
96 O 7.83981 1.69270 5.28001  C95 1.336, H103 0.977
97 C 6.58377 3.75052 5.29024  C95 1.498, O98 1.217, C99 1.460
98 O 6.95410 3.95049 6.43169  C97 1.217
99 C 5.72134 4.67560 4.56170  C97 1.460, C100 1.338, H104 1.081
100 C 5.33328 4.39453 3.31270  C93 1.498, C99 1.338, O101 1.336
101 O 4.54682 5.21750 2.61293  C100 1.336, H105 0.977
102 H 6.95530 1.32198 2.82779  C94 1.083
103 H 7.96735 2.12227 6.14808  O96 0.977
104 H 5.41903 5.58017 5.07050  C99 1.081
105 H 4.41496 4.78538 1.74649  O101 0.977
106 O 0.12973 8.63055 -3.95298  C107 1.217
107 C -0.41770 9.65080 -4.32714  O106 1.217, C108 1.459, C114 1.498
108 C -1.30891 9.69438 -5.48092  C107 1.459, C109 1.338, H116 1.081
109 C -1.87048 10.84926 -5.85661  C108 1.338, O110 1.335, C111 1.498
110 O -2.69267 10.92760 -6.90521  C109 1.335, H117 0.977
111 C -1.60716 12.12660 -5.11905  C109 1.498, O112 1.216, C113 1.459
112 O -2.12907 13.15188 -5.51385  C111 1.216
113 C -0.73428 12.07824 -3.95108  C111 1.459, C114 1.338, H118 1.081
114 C -0.17561 10.92281 -3.57382  C107 1.498, C113 1.338, O115 1.336
115 O 0.62702 10.83907 -2.50936  C114 1.336, H119 0.977
116 H -1.48973 8.76668 -6.00655  C108 1.081
117 H -2.95773 11.86615 -6.96380  O110 0.977
118 H -0.56547 13.00273 -3.41692  C113 1.081
119 H 0.89759 9.90210 -2.45570  O115 0.977
120 O -5.86772 -6.46643 5.92203  C121 1.215
121 C -5.77424 -5.86091 4.87291  O120 1.215, C122 1.460, C128 1.499
122 C -4.84295 -4.75416 4.67375  C121 1.460, C123 1.337, H130 1.081
123 C -4.79717 -4.11451 3.50057  C122 1.337, O124 1.337, C125 1.497
124 O -3.95581 -3.09866 3.28006  C123 1.337, H131 0.976
125 C -5.68886 -4.49959 2.36114  C123 1.497, O126 1.219, C127 1.456
126 O -5.61785 -3.87042 1.31919  C125 1.219
127 C -6.60180 -5.61859 2.54943  C125 1.456, C128 1.339, H132 1.081
128 C -6.64705 -6.26306 3.72220  C121 1.499, C127 1.339, O129 1.333
129 O -7.46798 -7.29241 3.93039  C128 1.333, H133 0.979
130 H -4.20590 -4.48375 5.50417  C122 1.081
131 H -4.12245 -2.81385 2.36145  O124 0.976
132 H -7.22748 -5.89752 1.71285  C127 1.081
133 H -7.30757 -7.57703 4.85290  O129 0.979
134 O -8.78396 -9.90281 6.00509  C135 1.218
135 C -9.98175 -9.77487 5.82343  O134 1.218, C136 1.456, C142 1.497
136 C -10.54271 -9.33568 4.55333  C135 1.456, C137 1.337, H144 1.081
137 C -11.86479 -9.19646 4.40691  C136 1.337, O138 1.335, C139 1.498
138 O -12.41230 -8.79872 3.25626  C137 1.335, H145 0.977
139 C -12.81022 -9.48021 5.53429  C137 1.498, O140 1.216, C141 1.460
140 O -14.00261 -9.32062 5.35640  C139 1.216
141 C -12.25002 -9.94246 6.80107  C139 1.460, C142 1.338, H146 1.081
142 C -10.92695 -10.08454 6.94288  C135 1.497, C141 1.338, O143 1.336
143 O -10.37854 -10.50753 8.08529  C142 1.336, H147 0.977
144 H -9.84814 -9.13324 3.74947  C136 1.081
145 H -13.37613 -8.77844 3.41525  O138 0.977
146 H -12.94287 -10.16052 7.60162  C141 1.081
147 H -9.41474 -10.52157 7.92747  O143 0.977
148 O 13.24953 -1.49328 2.76722  C149 1.217
149 C 12.07252 -1.37119 2.48169  O148 1.217, C150 1.458, C156 1.498
150 C 11.61348 -0.97135 1.15729  C149 1.458, C151 1.339, H158 1.081
151 C 10.30484 -0.83747 0.90581  C150 1.339, O152 1.334, C153 1.501
152 O 9.85241 -0.47417 -0.29583  C151 1.334, H159 0.980
153 C 9.27398 -1.08776 1.96709  C151 1.501, O154 1.217, C155 1.459
154 O 8.09746 -0.93473 1.69677  C153 1.217
155 C 9.73392 -1.51037 3.28558  C153 1.459, C156 1.337, H160 1.081
156 C 11.04120 -1.64678 3.53255  C149 1.498, C155 1.337, O157 1.336
157 O 11.49969 -2.03384 4.72651  C156 1.336, H161 0.977
158 H 12.36674 -0.79188 0.40314  C150 1.081
159 H 8.87564 -0.44787 -0.22354  O152 0.980
160 H 8.98111 -1.70404 4.03695  C155 1.081
161 H 12.47282 -2.05125 4.64192  O157 0.977